Entry from the OMol25 dataset: a molecular structure, C9H18ErNO2 (the ωB97M-V functional and the def2-TZVPD basis).

Element x y z (Å)
C  4.55  -0.97  -0.35
C  4.16  0.00  0.72
O  4.39  -0.20  1.91
O  3.57  1.18  0.31
C  2.26  1.02  -0.18
C  1.30  1.05  1.00
N  -0.09  1.30  0.76
C  -0.60  0.91  -0.52
C  -2.12  1.14  -0.54
C  -2.98  -0.06  -0.24
C  -2.67  -1.26  -1.17
C  -2.99  -0.38  1.28
H  4.26  -0.67  -1.34
H  5.62  -1.07  -0.30
H  4.14  -1.93  -0.09
H  2.08  1.84  -0.86
H  2.17  0.11  -0.77
H  1.42  0.15  1.59
H  1.64  1.84  1.65
H  -0.32  -0.12  -0.77
H  -0.18  1.52  -1.31
H  -2.30  1.86  0.24
H  -2.42  1.61  -1.46
H  -4.00  0.22  -0.48
H  -3.49  -1.99  -1.07
H  -1.73  -1.77  -0.89
H  -2.63  -0.99  -2.21
H  -3.61  -1.28  1.51
H  -3.52  0.43  1.74
H  -2.00  -0.45  1.70
Er  -3.89  -3.06  0.14

For the energy, the calculation gives -42807.19395 eV. The calculation puts the LUMO energy (spin up / spin down) at -10.1 / -10.0 eV. Its multiplicity is 4. The strongest force on any atom is 5.1 eV Å⁻¹. The total charge is +2.

Entry from the OMol25 dataset: a molecular structure, C36H47ClN10O2PrS (the ωB97M-V functional and the def2-TZVPD basis).

Element x y z (Å)
Pr  0.42  2.44  0.14
N  -1.68  4.14  -3.57
C  -0.86  3.53  -2.68
S  -0.40  4.54  -1.31
N  -0.53  2.30  -2.95
N  0.21  1.59  -2.02
C  0.69  0.48  -2.46
C  1.53  -0.45  -1.72
C  2.04  -1.53  -2.46
C  2.87  -2.48  -1.92
C  3.21  -2.37  -0.57
C  2.72  -1.34  0.19
C  1.88  -0.34  -0.35
O  1.47  0.63  0.45
H  -1.82  5.13  -3.51
H  -1.89  3.66  -4.43
H  0.48  0.23  -3.50
H  1.77  -1.60  -3.51
H  3.25  -3.29  -2.52
H  3.86  -3.11  -0.12
H  2.97  -1.25  1.24
C  2.16  3.71  3.41
C  0.77  3.83  2.84
C  0.33  5.03  2.29
C  -0.99  5.20  1.89
C  -1.90  4.15  2.03
C  -1.47  2.94  2.57
C  -0.14  2.77  2.95
H  2.50  4.66  3.81
H  2.88  3.39  2.66
H  2.19  2.97  4.22
H  1.01  5.87  2.23
H  -1.32  6.15  1.50
H  -2.94  4.30  1.78
H  -2.19  2.16  2.76
H  0.16  1.86  3.45
C  -0.06  -4.25  -1.33
C  -1.40  -4.68  -0.71
C  -2.34  -5.14  -1.84
C  -1.14  -5.88  0.20
C  -2.02  -3.49  0.10
O  -1.08  -3.05  1.08
C  -3.31  -3.95  0.82
C  -3.96  -3.01  1.86
C  -5.01  -2.02  1.41
C  -6.00  -2.35  0.49
C  -7.00  -1.45  0.15
C  -7.02  -0.20  0.76
Cl  -8.26  0.94  0.34
C  -6.06  0.14  1.69
C  -5.07  -0.77  2.01
C  -2.25  -2.34  -0.92
N  -2.20  -0.95  -0.48
C  -1.37  -0.31  0.35
N  -1.60  1.00  0.28
C  -2.60  1.10  -0.65
N  -2.97  -0.06  -1.13
H  0.51  -5.14  -1.61
H  0.54  -3.68  -0.61
H  -0.18  -3.65  -2.23
H  -1.85  -5.94  -2.39
H  -2.56  -4.34  -2.55
H  -3.28  -5.53  -1.45
H  -0.65  -6.66  -0.38
H  -2.05  -6.31  0.61
H  -0.46  -5.63  1.02
H  -0.93  -3.78  1.69
H  -3.05  -4.85  1.37
H  -4.04  -4.25  0.06
H  -3.17  -2.48  2.39
H  -4.45  -3.66  2.59
H  -6.02  -3.34  0.04
H  -7.77  -1.72  -0.56
H  -6.09  1.11  2.17
H  -4.32  -0.50  2.75
H  -3.23  -2.45  -1.37
H  -1.50  -2.43  -1.70
H  -0.64  -0.79  0.97
H  -3.05  2.03  -0.95
C  6.78  1.89  1.22
C  6.86  2.14  -0.28
C  6.32  0.95  -1.08
C  6.14  3.44  -0.67
N  4.69  3.31  -0.60
C  3.82  3.01  -1.58
N  2.63  2.95  -1.06
N  2.79  3.23  0.24
N  4.02  3.45  0.53
H  7.33  0.98  1.48
H  5.75  1.76  1.54
H  7.22  2.72  1.78
H  7.91  2.29  -0.56
H  5.32  0.66  -0.74
H  6.97  0.08  -0.94
H  6.28  1.16  -2.15
H  6.38  3.72  -1.70
H  6.43  4.25  0.00
H  4.08  2.84  -2.61

For the energy, the calculation gives -94515.10707 eV. The calculation puts the LUMO energy (spin up / spin down) at -2.2 / -2.2 eV. Its multiplicity is 3. The strongest force on any atom is 2.7 eV Å⁻¹. The total charge is +1. For the relative energy (zero: lowest compared OMol25 entry of this formula, charge and spin), the calculation gives 0.8 kcal/mol.

Entry from the OMol25 dataset: 3 unconnected molecules or ions with the total composition C5H8O2 (the ωB97M-V functional and the def2-TZVPD basis).

Element x y z (Å)
C  0.82  -0.64  1.45
C  0.36  0.52  1.78
C  -0.64  -0.59  1.77
H  1.63  -1.28  1.12
H  0.50  1.58  1.93
H  -1.39  -0.64  0.97
H  -1.00  -1.00  2.72
C  -0.44  -1.13  -1.67
O  0.69  -1.32  -1.29
H  -1.31  -1.63  -1.22
H  -0.66  -0.42  -2.49
C  0.37  1.64  -1.27
O  -0.56  1.83  -0.52
H  1.35  1.28  -0.92
H  0.26  1.80  -2.36

For the energy, the calculation gives -9404.90716 eV. The calculation puts the LUMO energy at 0.6 eV. The strongest force on any atom is 0.6 eV Å⁻¹. For the relative energy (zero: lowest compared OMol25 entry of this formula, charge and spin), the calculation gives 113.6 kcal/mol. Its structure (SMILES) is C1=CC1.C=O.C=O.

Entry from the OMol25 dataset: C5H8N2S in the gas phase (the ωB97M-V functional and the def2-TZVPD basis).

Element x y z (Å)
C  0.22  -0.22  2.32
C  0.01  -0.90  1.14
C  -0.61  0.79  -0.26
C  -0.48  1.45  -1.58
C  0.21  -1.24  -1.21
N  0.69  1.03  2.37
N  -0.12  -0.40  -0.13
S  0.89  2.11  3.48
H  0.07  -0.86  3.22
H  0.06  -1.94  1.15
H  -1.08  2.34  -1.69
H  0.61  1.57  -1.86
H  -0.98  0.76  -2.30
H  1.20  -1.10  -1.75
H  -0.05  -2.43  -0.95
H  -0.65  -0.97  -1.94

For the energy, the calculation gives -19124.14097 eV. The calculation puts the LUMO energy (spin up / spin down) at -1.1 / -1.1 eV. The strongest force on any atom is 5.2 eV Å⁻¹. For the relative energy (zero: lowest compared OMol25 entry of this formula, charge and spin), the calculation gives 144.8 kcal/mol.